# C8H19BN2

The molecule C8H19BN2 (ωB97M-V with the def2-TZVPD basis set, the OMol25 dataset).

Geometry as XYZ:
```
30
Properties=species:S:1:pos:R:3
B 0.137 0.059 -0.067
N 0.297 -0.790 -1.275
N 1.313 0.501 0.645
C 0.003 -2.285 -1.242
C 1.787 0.529 2.010
C -1.326 2.119 0.426
C -2.062 0.329 -1.121
C -1.861 -0.134 1.365
C 1.757 -0.529 -1.500
C 2.392 0.035 -0.232
C -1.355 0.653 0.185
H 0.621 -2.800 -0.456
H 0.019 -2.909 -2.176
H -1.014 -2.450 -0.850
H 2.253 1.525 2.286
H 2.477 -0.295 2.216
H 0.905 0.306 2.573
H -0.486 2.371 1.019
H -0.949 2.570 -0.525
H -2.199 2.590 0.906
H -2.239 -0.710 -1.276
H -1.613 0.743 -2.012
H -3.051 0.759 -1.140
H -1.329 0.200 2.276
H -1.570 -1.185 1.183
H -2.912 -0.176 1.399
H 2.148 -1.490 -1.814
H 1.769 0.197 -2.323
H 3.130 -0.651 0.107
H 2.960 0.916 -0.587
```

Summary:
Electronic energy in hartree: -450.55267
HOMO level in eV: -8.353
Spin multiplicity: 1